[1]
Density functional theory data (wB97M-V/def2-TZVPD) for C22H18F5MnN5 as an isolated structure.

CARTESIAN COORDINATES (ANGSTROEM)
Mn  -1.66549  0.14610  0.70988
C  2.62227  -4.98233  -1.73757
C  1.94579  -3.72983  -1.24854
C  2.50552  -2.47277  -1.46108
C  1.86107  -1.32489  -1.05363
C  0.63440  -1.35699  -0.37950
N  0.00123  -0.15168  -0.04172
C  0.70852  1.07269  -0.00090
C  1.89583  1.23555  0.71699
C  2.53922  2.45267  0.76529
C  2.00608  3.57947  0.12914
C  2.68319  4.91826  0.23061
C  0.81049  3.43350  -0.55068
C  0.17838  2.19647  -0.62806
N  -1.05053  2.11758  -1.35906
C  -1.38444  2.76875  -2.48689
C  -2.70173  2.48618  -2.76726
C  -3.09949  1.60965  -1.75835
N  -2.10260  1.39629  -0.90390
C  0.07032  -2.61721  -0.17830
C  0.71612  -3.76933  -0.62044
N  -1.20574  -2.80025  0.46327
C  -1.68650  -3.93218  1.00710
C  -3.00856  -3.73191  1.33566
C  -3.26159  -2.41551  0.96860
N  -2.17334  -1.85552  0.43075
H  3.70233  -4.91983  -1.60897
H  2.42893  -5.14027  -2.79998
H  2.27023  -5.86242  -1.20095
H  3.45567  -2.38713  -1.97453
H  2.30744  -0.36478  -1.26894
H  2.30907  0.37591  1.22978
H  3.46331  2.54240  1.32311
H  3.76622  4.81175  0.18446
H  2.44101  5.40242  1.17841
H  2.37072  5.58396  -0.57222
H  0.34540  4.29572  -1.01328
H  -0.66414  3.37717  -3.00677
H  -3.28408  2.84348  -3.59732
H  -4.04988  1.12191  -1.61386
H  0.23509  -4.73051  -0.49909
H  -1.06852  -4.80293  1.13183
H  -3.68072  -4.43512  1.79350
H  -4.16519  -1.83746  1.08170
F  -1.42226  -0.34552  3.64218
C  -1.49212  0.53845  2.67132
F  -2.91871  0.64786  2.24436
C  -1.13672  1.94033  3.17157
F  -1.85386  2.28742  4.23580
F  0.15640  1.95662  3.48918
F  -1.35405  2.82780  2.19733

Spin multiplicity: 5
Net charge: +1
LUMO level (alpha / beta), eV: -4.3 / -3.2
E, eV: -75458.305
Highest occupied orbital energy (alpha / beta), eV: -10.606 / -10.842
Orbital gap (alpha / beta), Eh: 0.2327 / 0.2812



[2]
Density functional theory data (wB97M-V/def2-TZVPD) for a 2-piece molecular cluster, C3H2ClNO overall.

CARTESIAN COORDINATES (ANGSTROEM)
O  -2.21559  -2.65645  0.02460
C  -2.13255  -1.54741  0.25632
C  -2.31676  -0.26243  0.37202
Cl  -3.30353  0.64368  -0.82148
H  -1.73660  0.46224  0.94227
C  0.82523  1.60976  0.29894
N  1.14825  0.55669  0.59963
H  0.43480  2.56462  0.27115

LUMO level, eV: -0.3
E, eV: -19200.831
Highest occupied orbital energy, eV: -9.196
ΔE to the lowest compared entry with this formula, charge and spin, kJ/mol: 174.8
Orbital gap, Eh: 0.3272